{"formula": "C21H30AsN2O6PtS", "method": "ωB97M-V/def2-TZVPD", "elements": ["Pt", "C", "O", "C", "C", "C", "C", "C", "C", "N", "C", "C", "C", "C", "C", "C", "C", "O", "H", "H", "H", "H", "H", "H", "H", "H", "H", "H", "H", "H", "H", "O", "N", "O", "C", "As", "C", "C", "O", "H", "H", "H", "H", "H", "H", "H", "H", "H", "O", "S", "C", "C", "C", "C", "H", "H", "H", "H", "H", "H", "H", "H"], "xyz": [[1.3006, 0.3496, -0.6986], [0.6318, -1.8804, 3.2782], [0.1512, -0.5423, 3.2157], [1.0334, 0.4305, 2.9076], [2.3917, 0.2387, 2.6862], [3.2032, 1.3181, 2.3715], [2.6848, 2.6017, 2.2867], [1.3319, 2.7979, 2.5068], [0.5129, 1.7208, 2.7971], [-0.8683, 1.9670, 3.0593], [-1.9647, 1.3527, 2.6761], [-2.2110, 0.3464, 1.7291], [-3.4675, -0.3138, 1.8334], [-3.7831, -1.3686, 1.0318], [-2.8413, -1.7880, 0.0649], [-1.6438, -1.1489, -0.1053], [-1.3051, -0.0278, 0.6929], [-0.2863, 0.7263, 0.4727], [-0.2272, -2.4900, 3.5443], [1.4022, -1.9835, 4.0452], [1.0203, -2.1873, 2.3051], [2.8152, -0.7529, 2.7396], [4.2581, 1.1509, 2.1989], [3.3231, 3.4397, 2.0460], [0.8991, 3.7889, 2.4390], [-1.0211, 2.7049, 3.7329], [-2.8382, 1.6908, 3.2257], [-4.1671, 0.0243, 2.5892], [-4.7333, -1.8735, 1.1264], [-3.0867, -2.6248, -0.5784], [-0.9449, -1.4466, -0.8747], [2.0861, 2.1920, -1.6200], [2.9791, 1.5541, -2.1941], [2.9143, 0.3165, -1.8701], [3.9287, -2.5951, -1.3092], [2.0215, -2.6638, -1.1956], [1.5465, -4.3967, -0.5418], [1.2351, -2.4106, -2.9204], [1.3973, -1.5626, -0.0642], [4.2728, -3.4400, -1.9050], [4.3321, -2.6683, -0.3009], [4.2288, -1.6561, -1.7667], [1.6674, -5.1310, -1.3369], [0.5093, -4.3722, -0.2130], [2.1899, -4.6557, 0.2967], [1.7574, -3.0281, -3.6502], [1.2983, -1.3563, -3.1884], [0.1876, -2.7030, -2.8686], [-0.2522, 0.6360, -2.8455], [-0.8323, 1.8798, -3.4701], [-2.6224, 1.5863, -3.5669], [-3.1894, 1.9091, -2.1924], [-2.5339, 3.2305, -1.8032], [-1.0424, 3.0783, -2.1001], [-2.7383, 0.5527, -3.8893], [-3.0204, 2.2494, -4.3383], [-2.9140, 1.1215, -1.4881], [-4.2773, 1.9772, -2.2143], [-2.6926, 3.4802, -0.7534], [-2.9581, 4.0412, -2.3994], [-0.5113, 2.6081, -1.2726], [-0.5372, 4.0056, -2.3629]], "atomic_forces_ev_per_a": [[0.7, 0.3, 0.0], [0.0, 0.0, 0.0], [0.0, 0.0, 0.0], [0.0, 0.0, 0.0], [0.0, 0.0, 0.0], [0.0, 0.0, 0.0], [0.0, 0.0, 0.0], [0.0, 0.0, 0.0], [0.0, 0.1, 0.0], [0.0, 0.1, 0.0], [-0.1, -0.1, 0.0], [-0.1, 0.0, 0.0], [0.0, 0.0, 0.0], [0.0, 0.0, 0.0], [0.0, 0.0, 0.0], [0.0, 0.0, 0.0], [-0.1, 0.0, -0.2], [0.1, 0.0, 0.1], [0.0, 0.0, 0.0], [0.0, 0.0, 0.0], [0.0, 0.0, 0.0], [0.0, 0.0, 0.0], [0.0, 0.0, 0.0], [0.0, 0.0, 0.0], [0.0, 0.0, 0.0], [0.0, 0.0, 0.0], [0.0, 0.0, 0.0], [0.0, 0.0, 0.0], [0.0, 0.0, 0.0], [0.0, 0.0, 0.0], [-0.1, 0.1, 0.0], [-0.4, -0.2, 0.1], [0.0, 0.1, 0.0], [0.1, 0.0, -0.1], [0.0, 0.1, 0.0], [-0.1, -0.1, -0.1], [0.0, 0.0, 0.0], [0.0, 0.0, 0.0], [-0.1, -0.2, 0.2], [0.0, 0.0, 0.0], [0.0, 0.0, 0.0], [0.0, 0.0, 0.0], [0.0, 0.0, 0.0], [0.0, 0.0, 0.0], [0.0, 0.0, 0.0], [0.0, 0.0, 0.0], [0.0, 0.0, 0.0], [0.0, 0.0, 0.0], [-0.2, 0.0, -0.3], [0.0, -0.1, 0.0], [0.0, 0.0, 0.0], [0.0, 0.0, 0.0], [0.0, 0.0, 0.0], [0.0, 0.0, 0.0], [0.0, 0.0, 0.0], [0.0, 0.0, 0.0], [0.0, 0.0, 0.0], [0.0, 0.0, 0.0], [0.0, 0.0, 0.0], [0.0, 0.0, 0.0], [0.0, 0.0, 0.0], [0.0, 0.0, 0.0]], "e_homo_ha": -0.3946, "de_lowest_kj_mol": 0.00, "total_charge": 1}



{"formula": "C6H9NS", "method": "ωB97M-V/def2-TZVPD", "elements": ["C", "C", "S", "N", "C", "C", "C", "C", "H", "H", "H", "H", "H", "H", "H", "H", "H"], "xyz": [[-1.7506, 1.0379, -0.6127], [-0.2695, 1.2087, -0.0709], [0.8245, 1.1274, -1.5034], [1.9417, -0.1003, -1.4261], [1.8160, -1.1707, -0.6896], [0.5639, -1.0204, 0.0320], [-0.1043, -1.1414, 1.4288], [0.2497, 0.2113, 0.8437], [-1.8610, -0.1357, -0.7275], [-2.6402, 1.4436, 0.0924], [-1.7468, 1.6788, -1.5034], [-0.0695, 2.2604, 0.2717], [2.6360, -1.9246, -0.5677], [-0.1519, -1.1844, -0.7324], [0.4648, -1.4036, 2.4065], [-1.1359, -1.3776, 1.4191], [1.2329, 0.4905, 1.3396]], "atomic_forces_ev_per_a": [[-0.4, -0.7, 2.1], [-2.4, 2.1, 0.2], [1.0, 0.4, -1.5], [1.2, -1.5, -0.1], [0.8, 2.2, 0.4], [-1.0, -2.4, 2.8], [1.6, 0.3, 0.6], [3.6, -1.1, 1.1], [-0.3, 2.6, -0.5], [2.3, -1.0, -1.3], [-0.6, -0.9, -0.2], [-0.6, -0.9, 0.0], [-0.9, 0.8, -0.5], [-1.2, 0.0, -0.5], [-1.1, 0.4, -2.0], [-0.8, -0.7, 0.0], [-1.3, 0.3, -0.7]], "e_homo_ha": -0.3073, "de_lowest_kj_mol": 360.68, "total_charge": 0}



How do the records compare in E_tot? In the order shown, they have -4132.09078, -686.82544 Eh.
How do the records compare in orbital gap? In the order shown, they have 0.277, 0.341 Ha.